{
  "formula": "C4H5NO2S",
  "method": "ωB97M-V/def2-TZVPD",
  "gap_ev": 8.768,
  "max_force_ev_per_a": 4.304,
  "relative_energy_ev": 5.836,
  "e_tot_ha": -758.665638,
  "e_lumo_ev": -0.1,
  "homo_energy_ev": -8.91,
  "symbols": ["S", "H", "O", "C", "C", "H", "H", "C", "N", "C", "O", "H", "H"],
  "positions_angstrom": [[2.47549, 0.02728, -0.25303], [-3.20323, -0.22445, 0.32235], [0.20279, -0.73005, 0.88623], [0.83325, 0.24980, 0.18834], [-1.56382, -1.22012, -0.39314], [-1.48515, 1.83234, 1.49340], [-2.72153, 0.44023, -1.29836], [-2.31912, 0.15995, -0.23584], [-0.45353, -1.68159, 0.08025], [-1.41273, 1.44107, 0.20225], [-0.01444, 1.34275, -0.19399], [-1.64916, 2.47034, -0.13564], [-2.10631, -1.86967, -1.00271]],
  "atomic_forces_ev_per_a": [[-3.4428, 1.1638, 0.7974], [0.4956, 1.3039, 0.2429], [0.4112, 1.3061, 0.7987], [0.7437, 0.4567, -1.4213], [1.5432, 2.1221, 1.1741], [0.3160, -2.0921, -3.5049], [0.7106, -0.7387, 1.8213], [1.2602, 0.2819, -1.7992], [-2.2427, 0.4310, -1.3394], [0.0056, 0.5305, 4.2708], [1.3257, -2.1776, 0.6310], [-0.4794, -1.2165, -0.8433], [-0.6469, -1.3711, -0.8281]]
}